[1]
Density functional theory data (ωB97M-V/def2-TZVPD) for a structure of composition C7H7N2O3S2.

Properties
Total energy = -1402.5832 Ha
Total charge = -1
HOMO energy = -4.32 eV
Gap between HOMO and LUMO = 7.6 eV
Energy above the lowest of the compared OMol25 structures with the same formula, charge and spin = 143.5 kJ/mol

Last column: Löwdin charge in e.
Atoms and positions in Å:
S -0.16 3.54 0.38  0.124
S 0.52 3.31 2.17  0.201
O -0.49 4.91 0.12  -0.404
O 0.61 2.96 -0.67  -0.394
O -1.63 2.62 0.19  -0.147
N -0.57 0.69 0.55  0.146
N -1.83 1.07 -1.36  0.181
C 0.00 -0.61 0.44  -0.252
C -0.52 -1.77 1.02  -0.019
C 1.16 -3.10 -0.02  -0.155
C -1.25 1.44 -0.16  -0.683
C 1.76 -1.94 -0.57  -0.068
C 0.15 -2.97 0.80  -0.149
C 1.14 -0.68 -0.32  -0.030
H 1.65 -3.98 -0.17  0.058
H -1.60 0.22 -1.77  0.063
H -0.10 -3.83 1.37  0.089
H -2.04 1.67 -2.12  0.088
H 2.84 -2.05 -0.87  0.110
H 1.69 0.16 -0.78  0.120
H -1.33 -1.67 1.79  0.120


[2]
Density functional theory data (ωB97M-V/def2-TZVPD) for a structure of composition C28H28BrN6O5PtS.

Properties
Total energy = -4879.7826 Ha
Total charge = +1
HOMO energy (alpha / beta) = -10.75 / -10.75 eV
Gap between HOMO and LUMO (alpha / beta) = 5.2 / 5.2 eV

Last column: Löwdin charge in e.
Atoms and positions in Å:
Pt -0.27 -1.28 -0.16  1.157
Br -6.99 1.97 0.90  0.772
S 2.02 2.09 3.42  0.651
O 1.46 3.30 3.91  -0.274
O 3.19 1.56 4.05  -0.277
O -1.46 0.59 -1.00  -0.068
O -2.91 -1.30 0.16  -0.154
O -0.34 -0.20 1.75  -0.074
N -2.67 4.51 -1.63  0.192
N 1.20 -2.74 -0.23  -0.095
N -0.23 -4.35 0.52  0.078
N 2.04 -4.81 0.52  -0.020
N -1.09 2.95 -1.70  0.159
N 0.84 0.92 3.29  0.015
C -1.31 6.42 -2.56  -0.007
C 1.78 -6.16 0.97  -0.125
C -0.05 6.69 -3.03  -0.074
C 1.04 -3.96 0.27  -0.343
C -2.70 0.92 -0.60  -0.177
C -3.62 -2.22 0.96  -0.049
C -3.20 2.22 -0.77  -0.056
C 1.56 1.04 -0.32  -0.089
C 2.31 2.19 1.63  -0.185
C 0.95 5.71 -3.09  -0.075
C 3.56 -2.93 0.39  -0.135
C -2.34 3.22 -1.37  -0.216
C 3.20 2.95 0.91  -0.013
C -0.61 -5.63 1.07  -0.160
C 0.71 4.42 -2.68  -0.005
C -4.49 2.53 -0.33  -0.064
C -3.49 -0.07 0.01  -0.199
C 0.59 0.59 2.07  -0.511
C 1.47 1.26 1.04  -0.137
C -0.56 4.11 -2.19  -0.184
C 2.55 -2.32 -0.57  -0.196
C -1.55 5.12 -2.14  -0.174
C -5.25 1.54 0.26  -0.652
C 3.43 -4.44 0.32  -0.131
C -4.78 0.24 0.43  -0.045
C 0.55 -6.18 1.88  -0.137
C 3.27 2.73 -0.47  -0.051
C 2.48 1.77 -1.07  -0.082
H -4.89 3.53 -0.43  0.105
H -3.55 4.96 -1.47  0.167
H 3.77 -4.81 -0.65  0.141
H -1.50 -5.51 1.69  0.127
H 3.95 3.32 -1.07  0.115
H 1.48 3.66 -2.73  0.089
H 4.03 -4.92 1.10  0.133
H 2.62 -1.23 -0.52  0.092
H 0.34 -7.19 2.21  0.128
H 3.34 -2.59 1.40  0.132
H -2.08 7.17 -2.52  0.115
H 2.66 -6.52 1.51  0.132
H 4.57 -2.63 0.13  0.128
H 0.73 -5.55 2.75  0.131
H 0.19 7.69 -3.37  0.108
H -2.99 -3.11 1.05  0.074
H 3.82 3.68 1.40  0.129
H -0.86 -6.33 0.26  0.130
H 2.77 -2.63 -1.60  0.132
H 0.93 0.29 -0.81  0.040
H 1.92 5.98 -3.47  0.106
H -5.43 -0.49 0.88  0.104
H 2.58 1.57 -2.12  0.112
H 1.61 -6.82 0.11  0.141
H -0.94 -3.64 0.34  0.095
H -3.81 -1.81 1.95  0.117
H -4.56 -2.51 0.49  0.108
H -1.01 1.48 -1.33  0.076


[3]
Density functional theory data (ωB97M-V/def2-TZVPD) for the molecule C12H19NOS.

Properties
Total energy = -996.7435 Ha
HOMO energy = -8.27 eV
SMILES = CC(C)=C(C)CCN1C(=O)CCCC1=S
Gap between HOMO and LUMO = 8.3 eV
Energy above the lowest of the compared OMol25 structures with the same formula, charge and spin = 0.0 kJ/mol

Last column: Löwdin charge in e.
Atoms and positions in Å:
S -0.95 1.61 2.13  0.794
O 0.21 -2.93 0.68  0.059
N -0.47 -0.78 1.15  -0.039
C 1.29 2.81 -2.55  -0.044
C -2.68 -0.54 2.30  -0.216
C 1.47 -0.43 -0.48  -0.126
C 3.34 1.51 -1.75  -0.055
C -0.73 -2.14 0.98  -0.397
C -0.44 0.79 -1.49  -0.033
C -2.12 -2.58 1.10  -0.127
C 0.96 -0.38 0.96  -0.132
C -2.80 -2.02 2.35  -0.227
C 1.86 1.58 -1.89  -0.344
C 1.07 0.67 -1.36  -0.306
C -1.33 0.11 1.79  -0.752
H 3.51 1.88 -0.73  0.104
H -2.27 -3.74 1.27  0.163
H -0.54 1.82 -1.14  0.068
H 1.09 -1.43 -0.86  0.132
H 1.29 2.62 -3.58  0.064
H 2.59 -0.50 -0.40  0.125
H -2.46 -2.42 3.42  0.158
H -0.48 0.78 -2.57  0.086
H 2.07 3.67 -2.41  0.117
H 3.70 2.08 -2.57  0.070
H -3.50 -0.03 1.71  0.130
H -2.71 -2.32 0.23  0.126
H -0.85 -0.14 -1.11  0.076
H 3.70 0.52 -1.71  0.050
H -2.81 -0.05 3.32  0.112
H 1.00 0.56 1.45  0.037
H 1.51 -1.11 1.45  0.100
H 0.34 2.99 -1.96  0.079
H -3.90 -2.47 2.24  0.148


[4]
Density functional theory data (ωB97M-V/def2-TZVPD) for a structure of composition C2H6N3O.

Properties
Total energy = -318.8305 Ha
Total charge = +1
HOMO energy = -15.66 eV
Gap between HOMO and LUMO = 12.1 eV
Energy above the lowest of the compared OMol25 structures with the same formula, charge and spin = 713.7 kJ/mol

Last column: Löwdin charge in e.
Atoms and positions in Å:
O -0.16 -0.42 -1.49  -0.023
N -1.09 0.38 -0.59  -0.020
N -1.04 -0.16 0.66  0.116
N -0.10 1.34 -0.26  0.100
C 0.83 -0.82 -0.51  -0.062
C 0.43 0.30 0.61  -0.114
H 1.17 0.43 1.42  0.176
H -0.33 2.23 0.11  0.152
H 0.80 -1.83 -0.06  0.131
H -1.94 0.77 -1.08  0.257
H 1.78 -0.61 -1.00  0.132
H -1.25 -1.11 0.94  0.156